Record 1
{
  "formula": "C47H37N4O3PPt",
  "method": "the ωB97M-V functional and the def2-TZVPD basis",
  "elements": ["Pt", "C", "C", "C", "C", "C", "C", "C", "C", "C", "C", "C", "C", "C", "C", "C", "C", "C", "C", "C", "N", "C", "C", "C", "C", "C", "C", "C", "C", "C", "C", "C", "C", "N", "C", "C", "C", "C", "C", "N", "C", "C", "C", "C", "C", "C", "C", "C", "N", "H", "H", "H", "H", "H", "H", "H", "H", "H", "H", "H", "H", "H", "H", "H", "H", "H", "H", "H", "H", "H", "H", "H", "H", "H", "H", "H", "H", "C", "O", "P", "O", "C", "O", "C", "H", "H", "H", "H", "H", "H", "H", "H", "H"],
  "coordinates": [[-0.21610, -0.11572, 0.80432], [-7.24174, 2.15128, -1.41851], [-6.13531, 2.39529, -2.22003], [-4.87380, 1.99207, -1.80590], [-4.70558, 1.34117, -0.58728], [-5.81922, 1.10164, 0.21180], [-7.08137, 1.50348, -0.20182], [-3.34865, 0.89837, -0.14699], [-3.03522, -0.44912, -0.27959], [-3.92136, -1.43467, -0.84644], [-3.24777, -2.60240, -0.87171], [-1.93812, -2.34591, -0.32852], [-0.93665, -3.29852, -0.22161], [-1.23398, -4.67549, -0.71747], [-1.50089, -5.70723, 0.17670], [-1.77699, -6.98565, -0.28749], [-1.78857, -7.24424, -1.65090], [-1.52265, -6.21992, -2.54873], [-1.24735, -4.94195, -2.08341], [0.32433, -3.06266, 0.31089], [0.78057, -1.87298, 0.80542], [2.06165, -2.08641, 1.22976], [2.91749, -1.12815, 1.76073], [4.28119, -1.57462, 2.17306], [5.38851, -1.27917, 1.38314], [6.65469, -1.70321, 1.75986], [6.82628, -2.42546, 2.93269], [5.72688, -2.72298, 3.72513], [4.46039, -2.30009, 3.34648], [2.60036, 0.21302, 1.90003], [3.49834, 1.21083, 2.42373], [2.85387, 2.39318, 2.36480], [1.54652, 2.13486, 1.81416], [1.41639, 0.80287, 1.55040], [0.58294, 3.11120, 1.60663], [-0.68947, 2.86327, 1.11850], [-1.68948, 3.88142, 0.90901], [-2.78775, 3.26454, 0.43261], [-2.47457, 1.85966, 0.33296], [-1.19681, 1.64522, 0.76672], [0.94712, 4.52539, 1.92119], [1.72241, 5.26228, 1.03085], [2.06466, 6.57611, 1.31779], [1.63659, 7.16446, 2.49978], [0.86382, 6.43494, 3.39209], [0.52056, 5.12135, 3.10339], [2.42618, -3.45769, 0.98964], [1.35757, -4.05737, 0.42109], [-1.84557, -1.03253, 0.03891], [-8.22590, 2.46545, -1.74133], [-6.25459, 2.89915, -3.17069], [-4.00712, 2.17966, -2.42867], [-5.68916, 0.59823, 1.16202], [-7.94036, 1.31275, 0.42867], [-4.92472, -1.23478, -1.18361], [-3.58769, -3.56070, -1.22779], [-1.49100, -5.50111, 1.24017], [-1.98555, -7.78059, 0.41699], [-2.00483, -8.24112, -2.01277], [-1.52800, -6.41593, -3.61335], [-1.03938, -4.13800, -2.77971], [5.24930, -0.71609, 0.46778], [7.50783, -1.47039, 1.13562], [7.81370, -2.75589, 3.22804], [5.85411, -3.28450, 4.64175], [3.60039, -2.53018, 3.96379], [4.49225, 1.01025, 2.78773], [3.20944, 3.36329, 2.66998], [-1.54370, 4.93049, 1.10561], [-3.73420, 3.70270, 0.16318], [2.05222, 4.79712, 0.10951], [2.66622, 7.14145, 0.61747], [1.90453, 8.18873, 2.72465], [0.52830, 6.88830, 4.31603], [-0.08207, 4.54819, 3.79752], [3.38723, -3.88680, 1.22009], [1.26477, -5.07951, 0.09339], [1.67186, 2.64154, -2.96440], [0.67287, 1.91200, -2.24904], [0.38997, 0.34561, -2.52672], [1.93953, -0.15513, -2.60448], [2.17472, -1.55938, -2.50480], [0.09582, 0.32838, -4.14870], [-1.26599, 0.30204, -4.56081], [1.50474, 3.69538, -2.75119], [1.58556, 2.46689, -4.03751], [2.66612, 2.34751, -2.62980], [3.04936, -1.79238, -3.10865], [1.32779, -2.14111, -2.87929], [2.35967, -1.83804, -1.46644], [-1.54297, -0.70452, -4.87956], [-1.38304, 0.98607, -5.40011], [-1.94236, 0.61117, -3.75838]],
  "forces_ev_per_angstrom": [[0.04, -0.02, -0.02], [0.00, -0.01, -0.01], [0.00, 0.00, 0.00], [-0.01, -0.01, 0.01], [0.01, -0.01, 0.02], [0.00, 0.00, -0.02], [0.00, 0.01, 0.01], [-0.02, -0.02, -0.03], [0.01, 0.01, -0.03], [-0.01, 0.04, 0.01], [0.02, -0.03, -0.03], [-0.01, 0.04, 0.02], [-0.01, -0.03, -0.01], [0.01, 0.01, 0.00], [0.01, -0.02, -0.01], [0.00, 0.01, 0.00], [0.00, 0.00, 0.00], [0.00, 0.01, 0.00], [0.00, -0.01, 0.01], [0.00, -0.01, 0.06], [-0.05, 0.03, 0.01], [0.00, 0.01, -0.02], [0.02, -0.04, -0.02], [-0.01, 0.01, 0.00], [0.00, 0.01, 0.00], [0.00, 0.00, 0.01], [0.00, 0.00, -0.01], [-0.01, 0.00, 0.00], [0.02, -0.01, 0.01], [-0.03, 0.03, -0.01], [0.03, -0.03, 0.00], [-0.04, 0.03, -0.01], [0.07, -0.02, 0.02], [-0.02, -0.01, -0.02], [0.00, 0.03, -0.02], [-0.08, -0.02, 0.02], [0.07, 0.02, 0.00], [-0.04, -0.03, -0.01], [0.04, 0.05, 0.02], [0.03, 0.01, -0.01], [0.01, -0.02, 0.00], [-0.01, 0.01, 0.01], [0.01, -0.01, 0.00], [0.00, 0.00, 0.00], [0.00, -0.01, 0.00], [0.00, 0.02, 0.00], [0.01, 0.01, 0.02], [0.01, -0.01, -0.03], [0.07, -0.02, 0.03], [0.00, 0.00, 0.00], [0.00, 0.00, 0.00], [0.00, 0.00, 0.00], [0.00, -0.01, 0.00], [0.00, 0.00, 0.00], [-0.01, -0.01, 0.00], [-0.01, 0.01, 0.00], [0.00, 0.00, 0.00], [0.00, 0.00, 0.00], [0.00, 0.00, 0.00], [0.00, 0.00, 0.00], [0.00, 0.00, 0.00], [0.00, 0.00, 0.00], [0.00, 0.00, 0.00], [0.00, 0.00, 0.00], [0.00, 0.00, 0.00], [0.00, 0.00, -0.01], [0.00, 0.01, 0.00], [0.00, -0.01, 0.00], [-0.02, 0.00, 0.00], [0.00, 0.00, 0.00], [0.00, 0.00, 0.00], [0.00, 0.00, 0.00], [0.00, 0.00, 0.00], [0.00, 0.00, 0.00], [0.00, 0.00, 0.00], [-0.01, -0.01, 0.00], [0.00, 0.00, 0.00], [-0.01, 0.00, 0.00], [-0.01, -0.01, 0.04], [-0.13, 0.05, 0.02], [0.01, -0.02, 0.04], [-0.02, -0.01, 0.00], [0.11, -0.05, -0.10], [-0.03, 0.02, 0.02], [0.01, 0.00, 0.00], [0.00, 0.00, 0.00], [0.00, 0.00, 0.00], [0.00, 0.00, 0.00], [0.00, 0.01, -0.01], [0.01, 0.01, 0.00], [0.01, 0.00, 0.00], [-0.01, 0.01, 0.01], [0.00, -0.01, 0.01]],
  "homo_ev": -7.04,
  "orbital_gap_ev": 6.18,
  "energy_ha": -2718.78626,
  "charge": 0,
  "relative_energy_kcal_mol": 0.0
}


Record 2
{
  "formula": "C4H6BrNO2",
  "method": "the ωB97M-V functional and the def2-TZVPD basis",
  "elements": ["O", "N", "C", "Br", "C", "C", "C", "O", "H", "H", "H", "H", "H", "H"],
  "coordinates": [[2.78873, -1.14095, 0.61092], [1.93018, -1.95596, 0.48502], [0.86106, -2.40333, 0.30099], [-0.14178, -3.88482, 0.18142], [-0.63302, 1.82725, 0.60494], [-0.50471, 1.09236, -0.71908], [-0.40538, -0.39532, -0.57919], [-0.12179, -1.14068, -1.47656], [0.29329, 1.76887, 1.17000], [-0.86028, 2.87539, 0.43209], [-1.43351, 1.39881, 1.20415], [-1.39540, 1.26933, -1.33233], [0.34670, 1.45500, -1.29759], [-0.72409, -0.76596, 0.41521]],
  "forces_ev_per_angstrom": [[1.40, 0.51, 0.14], [-1.89, 0.16, -0.14], [1.50, -1.42, 0.72], [-0.30, -0.24, -0.06], [0.06, -0.07, -0.13], [0.05, 0.31, -0.13], [-0.83, 0.77, -0.29], [-0.04, 0.12, -0.35], [0.07, 0.00, 0.13], [-0.02, 0.09, 0.06], [-0.08, 0.01, 0.12], [0.03, -0.02, -0.05], [-0.02, -0.07, -0.07], [0.07, -0.15, 0.05]],
  "homo_ev": -9.32,
  "smiles": "[O-][N+]#CBr.CCC=O",
  "orbital_gap_ev": 9.44,
  "energy_ha": -2935.11147,
  "charge": 0,
  "relative_energy_kcal_mol": 103.6
}


Record 3
{
  "formula": "C5H10FN",
  "method": "the ωB97M-V functional and the def2-TZVPD basis",
  "elements": ["C", "C", "C", "F", "C", "C", "N", "H", "H", "H", "H", "H", "H", "H", "H", "H", "H"],
  "coordinates": [[1.61988, 0.99599, -1.00256], [0.63968, 0.04410, -0.03820], [1.46796, -1.21673, 0.31232], [0.38435, 0.72098, 1.13368], [-0.76798, -0.15648, -0.67224], [-1.91780, 0.51279, 0.00610], [-1.78025, -0.95072, 0.27906], [1.33843, 2.13222, -0.70242], [1.48698, 0.67214, -2.09459], [2.74230, 0.86516, -0.63363], [0.79335, -2.00799, 0.85774], [2.28673, -0.91364, 0.99997], [1.90624, -1.69614, -0.67871], [-0.85206, -0.37283, -1.71846], [-1.78002, 1.10711, 0.84579], [-2.80790, 0.92914, -0.55742], [-2.36189, -1.62695, -0.10731]],
  "forces_ev_per_angstrom": [[-0.32, 0.52, 2.17], [1.28, 0.32, -1.97], [-1.01, -1.67, -0.67], [0.62, 0.27, 0.52], [-0.98, -1.10, 2.35], [-1.96, -1.57, -2.02], [3.47, 3.52, 0.30], [0.51, -2.63, -1.34], [0.28, 0.90, 1.61], [-2.41, 0.10, -0.96], [1.29, 1.49, -1.08], [-0.45, -0.25, -0.60], [-0.86, 0.96, 2.12], [0.09, -0.03, -0.36], [0.65, 0.79, 1.42], [1.15, -0.90, 0.13], [-1.34, -0.72, -1.62]],
  "homo_ev": -9.42,
  "smiles": "CC(C)(F)[C@@H]1CN1",
  "orbital_gap_ev": 10.41,
  "energy_ha": -351.04122,
  "charge": 0,
  "relative_energy_kcal_mol": 53.0
}


Record 4
{
  "formula": "C7H13N",
  "method": "the ωB97M-V functional and the def2-TZVPD basis",
  "elements": ["H", "N", "C", "C", "C", "C", "C", "C", "C", "H", "H", "H", "H", "H", "H", "H", "H", "H", "H", "H", "H"],
  "coordinates": [[1.44311, 1.14130, -3.18122], [0.90128, 1.95609, -2.86773], [0.22432, 1.64866, -1.82081], [0.27335, 0.31416, -1.16229], [-0.19162, -0.73445, -1.88895], [1.07611, 0.23790, 0.07992], [-0.16206, 0.03312, 1.18886], [-1.59608, -0.40134, 0.89440], [0.42542, -0.90567, 2.25101], [-0.36419, 2.43196, -1.31847], [-0.80946, -0.58567, -2.76998], [-0.09747, -1.75461, -1.53184], [1.73381, -0.63527, 0.07608], [1.57836, 1.18451, 0.30633], [-0.23794, 1.03222, 1.63426], [-1.62870, -1.41855, 0.49530], [-2.10108, 0.29269, 0.21734], [-2.18654, -0.40647, 1.81792], [-0.23533, -0.98320, 3.11977], [0.56973, -1.90840, 1.83479], [1.38499, -0.53899, 2.62533]],
  "forces_ev_per_angstrom": [[-0.25, 0.12, 0.08], [-0.69, -0.14, 0.92], [0.51, 0.41, -0.51], [0.77, -0.83, -3.10], [0.08, 0.82, 1.15], [-3.33, -0.64, 0.92], [2.05, 0.43, 1.38], [0.22, 0.05, -0.70], [-0.14, 0.22, 0.32], [0.15, -0.05, -0.29], [0.24, 0.08, 0.05], [0.10, 0.01, -0.02], [-0.06, 0.26, 0.15], [0.07, -0.46, 0.00], [-0.03, -0.09, 0.06], [-0.11, 0.13, -0.18], [0.03, -0.27, -0.12], [0.36, 0.06, 0.03], [-0.01, -0.11, -0.08], [0.00, 0.08, 0.06], [0.01, -0.08, -0.14]],
  "homo_ev": -9.14,
  "smiles": "[H]/N=C\\C(=C)CC(C)C",
  "orbital_gap_ev": 10.08,
  "energy_ha": -329.20362,
  "charge": 0,
  "relative_energy_kcal_mol": 42.6
}


Record 5
{
  "formula": "C13H15OS",
  "method": "the ωB97M-V functional and the def2-TZVPD basis",
  "elements": ["C", "C", "C", "C", "C", "C", "C", "C", "C", "C", "C", "C", "C", "O", "S", "H", "H", "H", "H", "H", "H", "H", "H", "H", "H", "H", "H", "H", "H", "H"],
  "coordinates": [[-4.48738, 1.05391, -1.05687], [-4.54022, 2.36135, -0.51777], [-3.25902, 0.43108, -1.26259], [-3.38392, 3.06029, -0.17369], [-2.09463, 1.13475, -0.98456], [-2.14637, 2.34102, -0.37563], [0.06687, 1.27774, -0.57874], [1.73494, -1.79534, 1.12281], [1.43845, -0.52072, 1.90120], [1.02863, -1.71313, -0.20330], [1.89413, 0.79429, 1.09105], [1.77676, -0.64690, -1.08097], [1.51972, 0.78173, -0.46305], [-0.79705, 0.54071, -1.20914], [-0.47313, 2.80160, 0.09233], [-5.32464, 0.53468, -1.53698], [-5.54352, 2.91044, -0.50649], [-3.21279, -0.57667, -1.73812], [-3.49837, 4.10062, 0.24079], [2.78839, -1.89926, 1.06450], [1.35323, -2.60935, 1.67341], [0.35971, -0.40653, 2.21236], [1.94281, -0.34942, 2.81327], [1.07922, -2.63418, -0.84121], [0.06427, -1.36874, -0.00373], [1.51739, 1.77049, 1.66499], [3.00776, 0.66314, 1.19367], [2.85901, -0.73541, -1.13583], [1.34619, -0.78670, -2.04769], [2.14352, 1.59797, -0.90685]],
  "forces_ev_per_angstrom": [[0.39, 0.21, -0.77], [-1.10, 1.55, -0.18], [1.15, -0.86, -0.72], [-0.93, -0.42, 0.15], [0.23, -4.26, -1.29], [2.04, 3.40, 1.79], [4.60, -0.47, 1.08], [-0.92, 0.92, 0.69], [-1.67, 2.41, -1.14], [3.54, -0.26, -1.63], [0.04, -0.61, 0.73], [-1.41, 1.14, 1.44], [-0.66, 0.95, 1.09], [-4.97, 0.20, -1.08], [-2.58, 0.48, -0.38], [-0.11, 0.47, 0.77], [1.61, -0.96, 0.25], [0.06, 0.97, 0.52], [0.64, -1.32, -0.52], [1.11, -0.30, -0.41], [-0.31, -1.14, 0.82], [0.70, -0.43, -0.65], [0.85, -0.61, 1.13], [-0.43, 0.48, 1.05], [-1.82, 0.14, -0.14], [0.99, -2.00, -1.29], [-0.86, 0.96, -0.38], [-0.01, -0.52, 0.10], [0.00, 0.59, -0.98], [-0.15, -0.73, -0.04]],
  "homo_ev": [-10.41, -13.26],
  "orbital_gap_ev": [6.59, 5.08],
  "spin_multiplicity": 3,
  "s2": 2.03,
  "energy_ha": -977.37706,
  "charge": 1
}


Record 6
{
  "formula": "C4H16F12LiN2O16S4",
  "method": "the ωB97M-V functional and the def2-TZVPD basis",
  "elements": ["Li", "C", "F", "F", "F", "S", "O", "O", "N", "S", "O", "O", "C", "F", "F", "F", "C", "F", "F", "F", "S", "O", "O", "N", "S", "O", "O", "C", "F", "F", "F", "O", "H", "H", "O", "H", "H", "O", "H", "H", "O", "H", "H", "O", "H", "H", "O", "H", "H", "O", "H", "H", "O", "H", "H"],
  "coordinates": [[1.19600, -5.34941, -2.35922], [0.91096, -0.78292, 1.18704], [0.13258, 0.10622, 1.75982], [0.65855, -0.86507, -0.15041], [2.15721, -0.63490, 1.48013], [0.51234, -2.58638, 1.83494], [0.28736, -2.49499, 3.30789], [-0.69048, -3.13532, 1.11680], [1.79113, -3.58468, 1.22435], [2.31688, -4.24974, 2.56556], [3.04185, -3.25941, 3.37600], [1.35043, -5.07858, 3.24693], [3.62119, -5.49454, 1.89197], [3.03582, -6.44351, 1.24673], [4.46827, -4.74296, 1.11939], [4.24427, -6.07301, 2.89430], [-3.36641, 14.54879, -1.85055], [-2.59168, 15.22816, -0.95091], [-4.47532, 15.22993, -2.23688], [-2.58712, 14.19757, -2.89569], [-3.91855, 12.76656, -1.06510], [-4.51580, 13.10952, 0.20478], [-4.93783, 12.18330, -1.93841], [-2.40972, 11.97521, -0.90664], [-2.50888, 10.71908, -1.86591], [-3.52553, 9.71483, -1.44301], [-2.43596, 10.92124, -3.28704], [-0.82776, 9.95104, -1.44667], [0.17549, 10.81477, -1.80542], [-0.84289, 9.64260, -0.12354], [-0.70615, 8.90051, -2.15631], [-1.95938, -7.63659, -2.47035], [-2.31690, -7.59308, -3.35721], [-2.70209, -7.43286, -1.90192], [4.69009, -5.53428, -4.14499], [5.43082, -6.13666, -4.21339], [4.96479, -4.75947, -4.63534], [-5.96361, -2.38889, -3.15414], [-5.27025, -2.77373, -2.61805], [-6.77284, -2.60371, -2.69022], [8.88710, -12.40417, 2.78199], [8.51420, -11.54104, 2.60261], [9.73554, -12.39584, 2.33892], [-3.58945, -8.38133, 3.98102], [-4.06560, -8.28233, 3.15657], [-2.67617, -8.20763, 3.75304], [6.37470, -0.37587, -0.59959], [5.86267, -0.76196, 0.11103], [5.74322, -0.24545, -1.30700], [-4.37763, -2.27126, 9.34928], [-3.61758, -2.44680, 8.79454], [-4.51186, -1.32602, 9.28036], [-0.54277, -3.39027, -5.33000], [-0.34449, -2.52406, -5.68580], [-1.05276, -3.82061, -6.01625]],
  "forces_ev_per_angstrom": [[-0.08, 0.21, 0.34], [-1.75, -3.40, -0.14], [0.31, 0.07, -0.32], [0.66, 0.87, 0.90], [1.22, 1.20, -0.34], [-3.84, -2.52, 0.33], [1.27, 0.51, -3.30], [2.36, 1.94, 0.71], [-1.55, 1.63, 0.86], [1.69, 0.58, 2.21], [-0.26, -1.74, -0.92], [0.59, -0.32, -0.43], [-0.71, 3.35, 1.29], [-0.63, -1.29, -2.06], [-0.23, -1.44, 0.30], [0.88, 0.29, 0.36], [0.20, -2.77, 0.87], [-1.33, -0.22, -1.27], [1.72, -0.28, 0.43], [-0.73, 1.17, 0.31], [-0.99, 0.59, 0.56], [1.32, 0.33, 0.19], [2.06, 0.66, -0.19], [-2.96, 1.65, -0.75], [-1.11, -3.29, 0.39], [2.15, 1.57, -0.44], [0.30, 0.47, -0.16], [-1.73, 3.00, 0.89], [-0.50, -0.81, 1.07], [1.00, 0.25, -0.93], [0.59, -2.32, -0.99], [0.45, 0.11, -0.03], [-0.13, -0.05, -0.25], [-0.18, 0.06, 0.26], [-0.41, -0.03, 0.12], [0.18, -0.20, 0.05], [0.07, 0.24, -0.11], [0.04, 0.01, -0.26], [0.21, -0.02, 0.16], [-0.24, 0.01, 0.11], [-0.09, -0.18, 0.09], [-0.14, 0.22, 0.00], [0.23, -0.04, -0.09], [-0.13, -0.15, 0.15], [-0.15, 0.05, -0.16], [0.28, 0.11, 0.02], [0.25, 0.01, -0.10], [-0.13, -0.11, 0.28], [-0.14, 0.09, -0.15], [-0.14, -0.14, 0.16], [0.20, -0.09, -0.16], [-0.06, 0.23, -0.01], [0.20, -0.28, 0.30], [0.05, 0.30, -0.02], [-0.17, -0.10, -0.17]],
  "homo_ev": -6.22,
  "orbital_gap_ev": 4.46,
  "energy_ha": -4273.94003,
  "charge": -1,
  "relative_energy_kcal_mol": 120.6
}


Number 1: strongest force on any atom 0.157 eV/Å. Number 2: strongest force on any atom 2.180 eV/Å. Number 3: strongest force on any atom 4.949 eV/Å. Number 4: strongest force on any atom 3.518 eV/Å. Number 5: strongest force on any atom 5.090 eV/Å. Number 6: strongest force on any atom 4.605 eV/Å.